Formula: C48H42Cl2N6O2P2S3Ta
Source: the OMol25 dataset
Level of theory: the ωB97M-V functional and the def2-TZVPD basis

Cartesian coordinates (Å):
Ta: 0.22 -1.30 -0.64
Cl: -4.92 -2.22 -5.05
C: -3.75 -2.57 -3.83
C: -2.59 -1.81 -3.80
C: -1.66 -2.05 -2.81
N: -0.44 -1.35 -2.61
C: 0.23 -0.79 -3.65
O: -0.16 -0.58 -4.78
C: 1.65 -0.48 -3.26
C: 2.56 -0.08 -4.21
C: 3.89 0.09 -3.83
C: 4.23 -0.09 -2.50
C: 3.23 -0.43 -1.60
N: 1.98 -0.68 -1.97
C: -1.87 -3.06 -1.86
C: -3.03 -3.82 -1.89
C: -3.97 -3.57 -2.88
Cl: -5.42 -4.51 -2.90
N: -0.79 -3.18 -0.98
C: -0.51 -4.30 -0.29
O: -1.22 -5.26 -0.06
C: 0.95 -4.32 0.10
C: 1.51 -5.48 0.61
C: 2.88 -5.55 0.76
C: 3.64 -4.45 0.39
C: 3.00 -3.31 -0.07
N: 1.67 -3.24 -0.22
H: -2.43 -1.05 -4.54
H: 2.22 0.06 -5.23
H: 4.64 0.38 -4.56
H: 5.23 0.08 -2.15
H: 3.43 -0.48 -0.54
H: -3.20 -4.60 -1.17
H: 0.85 -6.31 0.83
H: 3.35 -6.45 1.13
H: 4.72 -4.46 0.46
H: 3.57 -2.44 -0.34
S: -1.79 -1.40 0.83
P: -1.79 0.61 0.46
C: -0.23 0.72 -0.28
P: 0.60 2.28 -0.62
S: 2.57 2.27 -0.67
C: -0.08 2.87 -2.21
C: -1.40 3.33 -2.31
C: -1.92 3.70 -3.53
C: -1.13 3.61 -4.68
C: 0.17 3.16 -4.59
C: 0.70 2.80 -3.35
C: 0.14 3.53 0.61
C: -0.28 4.81 0.28
C: -0.43 5.78 1.26
C: -0.15 5.48 2.58
C: 0.28 4.21 2.93
C: 0.43 3.24 1.95
C: -3.22 0.88 -0.60
C: -3.07 0.88 -1.98
C: -4.19 0.94 -2.80
C: -5.46 0.98 -2.24
C: -5.61 0.97 -0.86
C: -4.50 0.92 -0.04
C: -2.14 1.51 1.99
C: -1.81 0.92 3.20
C: -2.08 1.59 4.39
C: -2.66 2.85 4.36
C: -2.97 3.44 3.15
C: -2.72 2.78 1.96
H: -2.02 3.39 -1.42
H: -2.94 4.06 -3.60
H: -1.54 3.90 -5.64
H: 0.79 3.10 -5.47
H: 1.73 2.48 -3.26
H: -0.47 5.08 -0.76
H: -0.75 6.78 0.99
H: -0.27 6.24 3.35
H: 0.51 3.97 3.96
H: 0.79 2.25 2.21
H: -2.08 0.84 -2.41
H: -4.07 0.94 -3.88
H: -6.33 1.02 -2.89
H: -6.61 0.99 -0.43
H: -4.63 0.89 1.04
H: -1.37 -0.07 3.22
H: -1.84 1.12 5.34
H: -2.86 3.37 5.29
H: -3.42 4.43 3.13
H: -2.98 3.24 1.02
C: 4.12 0.84 3.59
C: 4.45 -0.27 2.61
N: 3.69 -1.50 2.88
C: 2.44 -1.74 2.46
S: 1.61 -0.57 1.48
N: 1.82 -2.84 2.87
C: 2.35 -3.83 3.81
C: 2.26 -3.38 5.26
H: 4.75 1.71 3.39
H: 4.31 0.53 4.62
H: 3.08 1.15 3.50
H: 5.50 -0.54 2.65
H: 4.21 0.06 1.60
H: 4.07 -2.10 3.60
H: 0.86 -2.92 2.58
H: 3.38 -4.07 3.52
H: 1.78 -4.74 3.65
H: 2.78 -2.44 5.43
H: 2.70 -4.13 5.91
H: 1.22 -3.24 5.55

Results
- Total charge: +1
- Energy above the lowest of the compared OMol25 structures with the same formula, charge and spin: 45.0 kcal/mol